[1]
Formula: C11H31BBrCl3FLi2N2NaO11PS3
Source: OMol25
Level of theory: wB97M-V/def2-TZVPD

## Properties
**Largest force on an atom**: 0.11645 hartree/bohr
**Energy**: -195026.1678 eV
**Frontier orbital gap**: 1.2 eV

Geometry as ORCA input:
```
! wB97M-V def2-TZVPD RIJCOSX def2/J DEFGRID3
* xyz -1 1
C 8.7559 -2.3804 2.1025
C 8.1582 -1.1440 1.3740
F 8.4447 -1.3392 -0.0330
B 6.5470 -0.9596 1.5191
S 6.0336 -0.1214 3.1680
C 5.6720 -2.3509 1.3645
N 5.3608 -3.0198 2.6812
H 9.0407 -2.1346 3.1512
H 8.1237 -3.2881 2.0672
H 9.7232 -2.6171 1.5910
H 8.6848 -0.2456 1.7711
H 6.1794 -0.2148 0.6266
H 5.0332 0.7149 2.7630
H 6.0913 -3.0869 0.6346
H 4.6729 -2.0495 0.9527
H 4.4146 -3.3887 2.6806
H 6.0286 -3.7809 2.7823
C 2.4890 3.0632 1.4729
S 2.3155 1.3772 0.8672
O 3.6955 0.8133 0.7045
C 1.7270 1.8178 -0.7783
H 2.8921 3.0338 2.4876
H 3.1764 3.6141 0.8280
H 1.5110 3.5483 1.4853
H 2.4657 2.4509 -1.2808
H 0.7754 2.3463 -0.7039
H 1.5871 0.9000 -1.3520
O -1.3341 2.6494 -0.2300
H -1.6037 2.5731 -1.1813
H -1.4367 1.7876 0.2418
H -1.8349 3.3690 0.2304
Na 3.6779 4.9157 -0.6493
C -3.2506 -0.0006 -2.4422
Cl -2.5317 -0.4814 -0.9092
Cl -2.0817 0.9049 -3.4143
Cl -3.8380 -1.4102 -3.3276
H -4.0961 0.6477 -2.2327
C -5.7360 0.3758 1.2717
C -4.7553 1.4461 1.6613
O -4.0614 2.0430 0.8098
N -4.6491 1.7441 2.9494
C -5.3667 1.1648 4.0651
H -5.7138 0.2435 0.1902
H -5.4670 -0.5708 1.7428
H -6.7447 0.6702 1.5660
H -3.9783 2.4725 3.1413
H -5.9328 1.9873 4.5858
H -4.6224 0.7292 4.7549
H -6.0616 0.3948 3.7524
Br -7.1076 3.0117 3.9044
Li 5.1696 1.5990 -0.6637
O 6.0525 3.6303 2.3163
P 5.3462 4.1857 3.5635
O 4.2659 5.1606 3.1119
O 6.3423 4.8980 4.4726
O 4.7220 3.0260 4.3343
C -6.3074 -3.2064 -6.8439
C -6.1694 -3.3976 -5.3419
O -7.3800 -4.0522 -4.9414
S -7.8849 -5.0128 -6.1540
O -7.4456 -6.3304 -5.8915
O -9.2361 -4.6924 -6.4340
O -6.9488 -4.3914 -7.3130
H -6.9555 -2.3504 -7.0851
H -5.3450 -3.0738 -7.3327
H -6.0489 -2.4496 -4.8043
H -5.3313 -4.0547 -5.1035
Li -7.9190 -1.7139 -5.2974
*
```

***

[2]
Formula: C11H31Br3N7O9P
Source: OMol25
Level of theory: wB97M-V/def2-TZVPD

## Properties
**Largest force on an atom**: 0.05542 hartree/bohr
**Energy**: -260173.8058 eV
**Frontier orbital gap**: 8.7 eV

Geometry as ORCA input:
```
! wB97M-V def2-TZVPD RIJCOSX def2/J DEFGRID3
* xyz 0 1
C -18.2243 8.1258 19.3269
N -18.1955 9.6017 19.2033
O -17.8656 10.0924 18.1611
O -18.5055 10.2019 20.2050
H -18.6049 7.5983 18.4574
H -18.7787 7.9089 20.2291
H -17.2149 7.7385 19.4676
C -20.9704 8.5118 24.1877
N -21.8400 8.5480 25.4088
O -21.3669 8.0592 26.4185
O -22.9655 8.9886 25.2922
H -20.0455 8.0433 24.4909
H -20.8591 9.5259 23.8124
H -21.5090 7.9643 23.4189
C -13.4687 8.5671 26.4643
N -14.7279 7.9347 25.9752
O -15.3755 7.2067 26.6817
O -15.1695 8.4272 24.9528
H -13.0979 9.2035 25.6755
H -12.8084 7.7153 26.6263
H -13.5427 9.0858 27.4152
C -17.1638 4.5721 27.8020
N -17.0898 4.1447 29.2183
O -17.4844 3.0240 29.5035
O -16.6147 4.9345 30.0187
H -17.6115 3.7807 27.2169
H -16.1683 4.9589 27.5868
H -17.7665 5.4642 27.6265
O -12.8531 5.7568 25.2693
P -12.2173 4.4980 24.8197
N -11.6228 3.6521 26.1431
C -11.1025 2.3001 25.9963
C -11.9453 4.1374 27.4872
N -10.9319 4.6282 23.7590
C -10.0471 5.8118 23.8245
C -10.5089 3.5445 22.8671
N -13.2641 3.4518 24.0663
C -14.2727 2.7475 24.8480
C -13.8645 3.9815 22.8321
H -10.4686 2.0948 26.8575
H -10.5298 2.1985 25.0782
H -11.9166 1.5677 25.9410
H -11.1421 4.7639 27.8866
H -12.0750 3.2696 28.1419
H -12.8887 4.6799 27.4858
H -9.2693 5.6873 23.0784
H -10.6475 6.7032 23.6534
H -9.6086 5.8116 24.8275
H -10.4762 3.9278 21.8439
H -9.5209 3.1960 23.1772
H -11.2455 2.7463 22.9149
H -14.7890 2.0193 24.2242
H -13.8157 2.1926 25.6663
H -15.0178 3.4376 25.2622
H -14.5482 4.7891 23.0795
H -14.2903 3.1746 22.2396
H -13.0479 4.3618 22.2112
C -17.0427 6.1908 23.4607
Br -17.2919 7.9757 22.7584
Br -17.2064 4.9160 22.0045
Br -18.3892 5.8966 24.8478
H -16.0730 6.2461 23.9408
*
```

***

[3]
Formula: C11H31FInN2O7
Source: OMol25
Level of theory: wB97M-V/def2-TZVPD

## Properties
**Largest force on an atom**: 0.02386 hartree/bohr
**Energy**: -37110.6645 eV
**Frontier orbital gap**: 5.8 eV

Geometry as ORCA input:
```
! wB97M-V def2-TZVPD RIJCOSX def2/J DEFGRID3
* xyz -1 1
C 3.2657 -0.1781 -0.1712
C 2.1733 0.8860 -0.3462
C 2.3625 2.1019 0.5519
N 1.2662 0.7281 -1.2014
In -0.6830 1.4366 -0.6906
C -1.0200 3.5029 -1.4771
C -2.3051 0.1073 -1.5755
O -2.4051 0.0071 -2.7652
N -3.3116 -0.7526 -0.8154
C -4.1189 -0.1159 0.0928
O -5.1224 -0.5856 0.5660
F -3.7494 1.1118 0.4572
H 3.7484 -0.3077 -1.1382
H 2.8460 -1.1123 0.1814
H 4.0302 0.1844 0.5140
H 1.4593 2.6974 0.6374
H 3.1468 2.7198 0.1143
H 2.6793 1.7936 1.5482
H -0.9052 1.4045 1.0889
H -0.0663 4.0065 -1.4126
H -1.3448 3.4359 -2.5087
H -1.7673 3.9759 -0.8454
H -2.8626 -1.5460 -0.3726
C -8.8880 -0.4068 -0.4448
O -7.8500 -0.4119 -1.4094
H -9.8277 -0.2600 -0.9742
H -8.9349 -1.3574 0.0954
H -8.7584 0.4073 0.2746
H -7.0195 -0.5403 -0.9383
C 6.8114 -0.7966 2.6478
O 5.9709 -0.6912 1.5010
H 6.3099 -0.2973 3.4734
H 6.9778 -1.8439 2.9055
H 7.7735 -0.3061 2.4660
H 6.4209 -1.1372 0.7787
C 7.9444 -5.1993 2.8607
O 7.1768 -4.1424 2.2975
H 8.0388 -5.0023 3.9254
H 7.4495 -6.1641 2.7222
H 8.9439 -5.2427 2.4190
H 7.0887 -4.3142 1.3559
C -6.7055 -3.3010 1.4102
O -5.9539 -3.5829 2.5892
H -7.0259 -4.2503 0.9857
H -7.5898 -2.7029 1.6487
H -6.0917 -2.7698 0.6844
H -5.6716 -2.7382 2.9519
C 1.1884 5.1199 -4.7334
O 0.6668 5.1436 -3.4144
H 1.6528 4.1476 -4.8784
H 0.3949 5.2450 -5.4771
H 1.9451 5.8982 -4.8830
H 0.2465 5.9959 -3.2721
*
```